(1)
The following is a quantum chemistry calculation of C54H44Cl2CuF12N10O24S4 as an isolated structure, from the OMol25 dataset.

Output
LUMO (spin up / spin down), Eh: -0.067 / -0.181
Orbital gap (spin up / spin down), eV: 8.01 / 4.90
⟨S²⟩: 0.752
Energy relative to the best compared isomer or geometry (same formula, charge and spin), kcal per mole: 100.0
E_HOMO (spin up / spin down), eV: -9.83 / -9.83
Total energy, eV: -266357.3493
Spin multiplicity: 2

Structure (XYZ):
```
151
Properties=species:S:1:pos:R:3:forces:R:3:lowdin_spin:R:1
Cu 0.761 1.881 2.275 0.66 -0.01 -0.23 0.8226
C -1.430 0.844 -1.266 0.58 -0.78 1.34 0.0012
F -1.904 1.182 -2.413 -0.42 1.37 -1.51 0.0003
F -2.490 0.932 -0.373 2.02 -0.33 -0.71 0.0003
F -0.997 -0.404 -1.427 -0.37 0.10 1.16 0.0001
S 0.103 2.020 -0.762 -2.34 2.42 0.27 0.0012
O 0.591 2.591 -2.016 -0.41 -1.54 2.02 -0.0010
O -0.518 2.995 0.138 0.62 -1.24 -0.12 0.0044
N 1.135 1.115 0.286 -3.01 1.61 -1.17 0.0328
S 2.187 0.606 -0.765 5.45 -1.65 -2.58 0.0009
O 1.641 0.034 -1.995 -0.12 0.23 2.06 0.0088
O 3.263 1.553 -0.972 -0.99 -1.03 0.53 0.0041
C 3.023 -0.880 0.180 0.16 0.30 0.91 0.0000
F 4.315 -1.051 -0.187 -1.44 0.43 0.06 0.0000
F 3.004 -0.725 1.542 -0.04 0.25 -1.52 0.0000
F 2.347 -1.993 -0.081 0.03 0.10 -0.29 -0.0001
C 2.966 5.053 0.401 -2.22 -0.47 -1.83 -0.0001
F 2.948 4.226 -0.689 0.54 0.70 1.80 0.0001
F 3.938 5.925 0.254 -0.58 -0.35 0.61 0.0001
F 1.715 5.629 0.372 1.92 -0.16 0.42 -0.0002
S 3.098 4.005 2.028 1.76 -2.26 0.26 0.0009
O 3.451 2.643 1.621 -0.88 1.83 0.37 0.0010
O 4.002 4.648 2.976 -1.74 -0.89 -1.67 0.0021
N 1.409 3.805 2.558 3.23 -1.41 -2.54 0.0676
S 1.118 5.063 3.417 -1.98 4.54 4.38 0.0042
O 0.962 4.691 4.827 -0.17 0.19 -1.99 0.0042
O 1.984 6.243 3.175 -2.10 -2.59 -0.47 0.0213
C -0.703 5.554 2.829 1.25 0.72 0.42 0.0003
F -0.733 5.895 1.541 0.11 0.03 0.56 0.0000
F -1.528 4.536 3.004 -0.03 -0.40 0.25 0.0008
F -1.119 6.585 3.594 0.41 -0.73 -0.67 0.0000
Cl 0.034 0.093 -5.167 -0.54 -0.48 -0.49 0.0000
C 0.509 1.776 -4.985 0.90 1.31 0.02 0.0000
C 0.744 2.534 -6.300 -0.50 -1.22 -0.87 0.0000
Cl 2.275 2.071 -7.068 0.52 -0.19 -0.06 0.0000
H 1.441 1.673 -4.430 -0.25 0.61 0.26 0.0000
H -0.269 2.304 -4.433 0.27 -0.17 0.22 0.0000
H 0.734 3.622 -6.366 -0.19 -0.12 0.97 0.0000
H -0.006 2.163 -6.999 -0.19 0.25 -0.04 0.0000
C -6.172 3.610 1.122 -0.44 0.91 -1.27 0.0000
C -6.428 2.627 2.009 0.14 -1.14 1.52 0.0000
C -5.374 1.946 2.610 1.37 -0.19 0.45 0.0000
C -4.013 2.298 2.339 -2.06 0.43 -1.83 0.0000
C -3.788 3.337 1.397 -0.16 -1.16 1.02 0.0000
C -4.895 3.960 0.796 2.08 0.20 0.05 0.0000
N -2.907 1.390 2.741 -1.14 0.57 0.85 0.0001
O -3.211 0.446 3.449 0.60 0.26 -0.51 0.0012
O -1.778 1.661 2.362 0.18 0.13 0.08 0.0015
H -6.987 4.092 0.602 -0.11 0.13 0.05 0.0000
H -7.458 2.415 2.256 0.05 -0.36 0.13 0.0000
H -5.559 1.145 3.311 -0.08 -0.08 -0.02 0.0000
H -2.743 3.546 1.219 -0.12 0.36 -0.59 0.0000
H -4.720 4.721 0.050 0.11 0.10 -0.01 0.0000
C 6.615 -3.465 -0.427 -0.74 -1.35 0.21 0.0000
C 7.056 -2.427 0.335 1.95 0.56 0.23 0.0000
C 8.433 -2.354 0.578 1.22 -0.64 -0.96 0.0000
C 9.329 -3.209 -0.131 -1.75 0.16 1.00 0.0000
C 8.826 -4.292 -0.898 0.79 0.87 0.39 0.0000
C 7.465 -4.458 -0.966 -0.81 0.96 0.35 0.0000
N 10.771 -3.034 0.106 1.55 1.93 -0.02 0.0000
O 11.515 -3.955 -0.152 -0.46 -0.35 -0.01 0.0000
O 11.216 -1.917 0.484 -1.63 -1.99 -0.45 0.0000
H 5.542 -3.576 -0.381 -0.20 -0.32 -0.75 0.0000
H 6.404 -1.655 0.714 -0.10 -0.28 0.26 0.0000
H 8.868 -1.689 1.309 -0.04 0.33 -0.21 0.0000
H 9.467 -4.969 -1.445 0.28 0.01 0.29 0.0000
H 7.043 -5.343 -1.419 -0.01 0.09 -0.24 0.0000
C -5.148 1.256 -2.138 1.43 0.69 1.29 0.0000
C -5.508 0.598 -0.973 -0.99 -0.09 -0.64 0.0000
C -6.589 -0.308 -1.034 0.81 0.25 0.59 0.0000
C -7.222 -0.584 -2.241 1.06 0.75 0.34 0.0000
C -6.792 0.101 -3.396 -1.18 -1.47 0.76 0.0000
C -5.761 1.020 -3.305 -1.29 -1.61 -2.44 0.0000
N -8.229 -1.688 -2.252 -0.17 0.62 0.17 0.0000
O -8.596 -2.182 -1.197 0.53 0.42 -0.48 0.0000
O -8.648 -1.998 -3.342 -0.08 -0.23 -0.39 0.0000
H -4.309 1.934 -2.188 0.15 0.10 0.45 0.0000
H -4.933 0.837 -0.090 -0.34 -0.32 0.33 0.0000
H -6.882 -0.837 -0.139 -0.11 -0.11 -0.02 0.0000
H -7.236 -0.181 -4.339 0.02 0.11 -0.11 0.0000
H -5.366 1.277 -4.277 0.14 0.92 0.14 0.0000
C 5.514 2.366 7.327 -0.48 -0.87 -0.31 0.0000
C 4.783 3.022 6.350 0.80 1.77 1.32 0.0000
C 4.000 2.383 5.460 -1.13 -0.28 -1.64 0.0000
C 3.951 1.005 5.426 0.87 -0.07 1.40 0.0001
C 4.621 0.271 6.416 0.42 0.93 0.21 0.0000
C 5.397 0.993 7.389 -0.60 -1.35 -1.12 0.0000
N 3.176 0.368 4.397 -0.99 -3.89 -1.25 0.0009
O 2.288 0.994 3.801 0.74 0.21 0.56 0.0074
O 3.364 -0.869 4.165 -0.17 3.61 0.92 0.0000
H 6.126 2.890 8.047 -0.02 0.11 -0.06 0.0000
H 4.828 4.100 6.393 -0.18 0.14 -0.44 0.0000
H 3.398 2.896 4.725 0.17 0.34 0.14 0.0000
H 4.516 -0.804 6.397 0.23 -0.04 0.25 0.0000
H 5.944 0.460 8.153 -0.13 -0.26 -0.01 0.0000
C 2.986 -4.396 1.705 -0.07 0.83 -0.03 0.0000
C 3.515 -4.047 2.950 -0.27 0.46 0.04 0.0000
C 4.633 -4.628 3.514 0.76 -1.30 -1.31 0.0000
C 5.287 -5.607 2.703 -1.43 0.24 -1.65 0.0000
C 4.751 -5.954 1.416 0.72 0.88 1.57 0.0000
C 3.579 -5.341 0.918 1.62 -1.84 0.83 0.0000
N 6.479 -6.365 3.158 -0.21 -0.54 1.70 0.0000
O 6.802 -6.108 4.336 0.11 -0.55 -2.09 0.0000
O 6.954 -7.266 2.458 -0.54 1.71 0.95 0.0000
H 2.181 -3.808 1.291 -0.30 -0.20 0.26 0.0000
H 3.037 -3.242 3.488 -0.09 0.06 0.12 0.0000
H 4.975 -4.320 4.491 0.19 -0.20 -0.08 0.0000
H 5.345 -6.638 0.829 -0.24 -0.26 -0.02 0.0000
H 3.174 -5.800 0.029 -0.18 0.65 -0.32 0.0000
C -3.750 2.994 -6.217 -0.33 -0.72 -0.77 0.0000
C -4.470 4.151 -6.460 0.44 0.13 2.17 0.0000
C -4.483 5.092 -5.412 -0.09 1.31 0.26 0.0000
C -3.723 4.986 -4.205 0.41 -0.98 -2.51 0.0000
C -2.917 3.853 -4.135 0.02 -0.94 0.37 0.0000
C -2.997 2.797 -5.088 0.37 1.80 1.08 0.0000
N -3.626 6.064 -3.178 -2.03 1.64 1.22 0.0000
O -3.254 5.712 -2.048 -0.15 0.53 -2.04 0.0000
O -4.100 7.222 -3.421 1.63 -3.47 0.12 0.0000
H -3.857 2.236 -6.980 0.40 -0.34 0.01 0.0000
H -5.005 4.156 -7.399 -0.29 0.81 0.22 0.0000
H -5.041 6.013 -5.498 -0.21 0.07 -0.20 0.0000
H -2.220 3.701 -3.324 -0.03 0.23 0.28 0.0000
H -2.366 1.937 -4.921 -0.17 -0.20 -0.16 0.0000
C -2.152 -4.769 1.265 0.99 -0.60 -2.13 0.0000
C -0.945 -4.950 1.864 0.10 -0.13 1.29 0.0001
C -0.362 -3.896 2.555 -0.07 0.55 -0.23 0.0001
C -0.938 -2.606 2.477 -0.79 -1.75 -1.51 0.0007
C -2.151 -2.422 1.726 1.89 0.58 1.79 0.0000
C -2.680 -3.523 1.107 -1.59 0.41 0.25 0.0000
N -0.145 -1.539 3.065 0.64 0.55 0.65 0.0013
O 0.404 -1.809 4.113 -0.22 0.53 -0.41 -0.0009
O 0.005 -0.466 2.453 -0.61 -0.63 0.05 0.0097
H -2.487 -5.530 0.575 -0.56 -0.41 0.45 0.0000
H -0.528 -5.946 1.879 0.35 0.07 0.10 0.0000
H 0.559 -4.128 3.069 0.07 0.57 0.17 0.0000
H -2.652 -1.471 1.838 0.01 0.15 -0.56 0.0000
H -3.614 -3.532 0.564 -0.17 0.72 -0.08 0.0000
C -3.293 -2.920 -4.932 -1.30 0.65 1.35 0.0000
C -3.960 -4.133 -5.147 0.58 -0.39 1.21 0.0000
C -4.690 -4.749 -4.113 0.23 0.35 0.54 0.0000
C -4.841 -4.152 -2.845 0.74 0.97 -1.76 0.0000
C -4.275 -2.869 -2.663 1.01 -0.14 -0.53 0.0000
C -3.491 -2.261 -3.686 -1.24 -1.64 -0.30 0.0000
N -5.688 -4.827 -1.836 -0.56 0.62 -0.36 0.0000
O -5.703 -4.339 -0.718 0.24 -0.29 -0.07 0.0000
O -6.400 -5.742 -2.214 0.68 0.31 0.34 0.0000
H -2.754 -2.381 -5.697 0.19 -0.31 -0.17 0.0000
H -3.782 -4.744 -6.020 -0.14 0.30 -0.32 0.0000
H -5.099 -5.738 -4.259 -0.15 0.04 -0.10 0.0000
H -4.275 -2.305 -1.742 -0.60 -0.27 0.26 0.0000
H -3.155 -1.250 -3.507 0.35 -0.06 -0.05 0.0000
```
Forces are in eV/Å.

***

(2)
The following is a quantum chemistry calculation of C54H46GaN3O3PS2Te as an isolated structure, from the OMol25 dataset.

Output
LUMO, Eh: -0.086
Charge: +1
Orbital gap, eV: 7.55
Energy relative to the best compared isomer or geometry (same formula, charge and spin), kcal per mole: 21.4
E_HOMO, eV: -9.90
Total energy, eV: -157985.6688

Structure (XYZ):
```
111
Properties=species:S:1:pos:R:3:forces:R:3:lowdin_charge:R:1
Ga 1.276 -0.273 -0.045 0.84 0.02 0.04 0.3974
S 2.903 -0.683 1.571 -0.41 -0.14 -0.03 0.7512
C 3.382 0.960 1.433 0.14 0.51 -0.21 -1.0458
N 2.769 1.778 0.628 -0.24 -0.05 0.13 -0.0236
C 3.371 3.028 0.608 0.33 0.03 0.22 -0.3064
C 3.011 4.114 -0.186 -0.14 -0.05 0.07 -0.0249
C 3.737 5.285 -0.087 -0.06 0.04 -0.10 -0.0767
C 4.831 5.387 0.771 0.07 -0.02 0.05 -0.0796
C 5.219 4.312 1.549 0.06 -0.01 0.02 -0.0827
C 4.483 3.139 1.459 -0.04 -0.11 -0.02 -0.4582
S 4.761 1.618 2.266 -0.15 0.08 0.01 1.0659
H 2.169 4.035 -0.859 -0.10 0.03 0.00 0.1053
H 3.457 6.137 -0.692 0.00 -0.01 -0.01 0.1075
H 5.394 6.310 0.815 -0.01 0.01 0.02 0.1083
H 6.083 4.369 2.196 0.00 0.05 0.01 0.1123
C -1.812 -1.977 -6.143 0.11 0.01 0.04 -0.0386
C -1.340 -1.518 -4.789 0.02 0.02 -0.08 -0.2457
C -1.972 -0.476 -4.115 0.11 -0.08 0.11 0.0282
C -1.590 -0.097 -2.839 0.13 0.07 0.17 -0.0590
C -2.209 1.096 -2.178 0.07 -0.10 -0.11 -0.2662
O -1.510 1.908 -1.598 -0.11 0.07 -0.21 0.0777
C -3.676 1.298 -2.336 -0.20 0.09 0.02 -0.1459
C -4.552 0.246 -2.609 0.13 0.07 0.03 -0.0335
C -5.900 0.493 -2.813 -0.04 -0.02 0.02 -0.0666
C -6.385 1.792 -2.755 0.00 -0.07 0.00 -0.0689
C -5.527 2.840 -2.456 0.00 0.06 0.04 -0.0649
C -4.183 2.594 -2.234 0.09 -0.02 -0.05 -0.0102
C -0.525 -0.757 -2.181 -0.07 -0.12 -0.38 -0.2576
O -0.285 -0.432 -0.939 -0.51 -0.05 0.51 -0.0569
C 0.193 -1.747 -2.894 -0.13 0.21 0.02 -0.0693
C -0.253 -2.109 -4.178 -0.03 0.14 0.00 0.0374
C 1.371 -2.416 -2.349 0.21 -0.17 0.30 -0.1633
N 1.923 -2.105 -1.215 -0.58 -0.07 0.07 0.0617
C 3.062 -2.902 -0.738 0.22 -0.16 0.08 -0.3091
C 2.762 -4.250 -0.062 -0.43 0.47 -0.05 -0.4563
Te 1.630 -4.276 1.792 -0.03 0.13 -0.32 1.2805
C -0.354 -4.035 1.059 0.39 -0.10 0.02 -0.5528
C -1.186 -3.138 1.711 0.04 0.09 0.03 -0.1600
C -2.494 -2.955 1.289 0.01 -0.04 -0.03 -0.0724
C -2.969 -3.670 0.202 -0.09 0.04 -0.06 -0.0764
C -2.148 -4.585 -0.443 -0.04 0.00 -0.03 -0.0793
C -0.849 -4.783 -0.001 0.12 -0.02 -0.08 -0.1474
C 1.944 -3.517 -3.193 0.19 -0.18 0.10 -0.2198
C 1.346 -4.773 -3.211 0.01 0.08 0.03 -0.0432
C 1.947 -5.827 -3.883 -0.04 0.00 0.02 -0.0559
C 3.129 -5.623 -4.578 0.02 -0.01 -0.05 -0.0665
C 3.692 -4.356 -4.623 0.05 0.02 -0.01 -0.0593
C 3.110 -3.310 -3.924 -0.11 0.06 0.00 -0.0378
H -2.679 -1.405 -6.466 0.00 -0.01 -0.05 0.0781
H -2.089 -3.031 -6.111 -0.04 0.01 -0.04 0.0852
H -1.026 -1.867 -6.891 -0.03 0.01 -0.04 0.0849
H -2.766 0.068 -4.611 -0.09 -0.02 0.02 0.1311
H -4.180 -0.766 -2.660 0.03 -0.07 0.00 0.1146
H -6.569 -0.329 -3.027 -0.01 0.00 0.00 0.1076
H -7.433 1.984 -2.944 -0.01 0.01 0.03 0.1084
H -5.907 3.852 -2.401 0.00 0.01 0.00 0.1080
H -3.501 3.402 -2.006 0.01 0.01 0.00 0.1145
H 0.288 -2.871 -4.723 -0.03 -0.03 0.01 0.1255
H 3.601 -2.279 -0.031 0.09 -0.06 -0.13 0.0188
H 3.731 -3.113 -1.574 0.07 0.01 0.08 0.1086
H 3.723 -4.675 0.229 -0.03 -0.09 0.03 0.0487
H 2.282 -4.939 -0.749 -0.02 -0.10 0.00 0.0275
H -0.799 -2.589 2.557 0.01 0.15 0.05 0.0639
H -3.134 -2.242 1.792 -0.03 -0.07 -0.03 0.0916
H -3.986 -3.519 -0.133 -0.04 -0.01 -0.04 0.1053
H -2.528 -5.156 -1.281 0.00 -0.01 0.03 0.1072
H -0.224 -5.534 -0.465 0.01 -0.02 -0.07 0.0902
H 0.404 -4.918 -2.699 -0.03 -0.04 0.11 0.1118
H 1.493 -6.808 -3.855 -0.02 0.00 -0.04 0.1118
H 3.606 -6.446 -5.091 -0.02 0.00 -0.03 0.1096
H 4.594 -4.181 -5.194 0.02 -0.02 0.01 0.1105
H 3.566 -2.327 -3.945 0.02 0.01 0.02 0.1256
N 1.947 0.932 -1.864 -0.26 -0.17 0.50 0.1241
H 2.855 1.378 -1.813 0.03 -0.06 0.12 0.0694
H 1.241 1.662 -1.780 -0.02 0.07 -0.13 0.0628
H 1.836 0.505 -2.779 -0.06 -0.08 0.05 0.0755
O 0.009 0.550 1.522 0.28 -0.31 -0.46 -0.3436
P -0.190 1.445 2.726 -0.18 -0.04 0.10 0.8784
C -1.833 1.202 3.464 0.13 0.14 -0.09 -0.2406
C -2.429 2.259 4.149 0.03 -0.12 -0.04 -0.0596
C -3.630 2.072 4.814 0.00 0.02 0.07 -0.0638
C -4.240 0.826 4.812 0.01 0.05 -0.02 -0.0670
C -3.652 -0.227 4.129 -0.02 -0.04 0.03 -0.0653
C -2.456 -0.041 3.453 0.05 -0.04 -0.02 -0.0715
C 0.915 0.992 4.096 -0.06 0.07 -0.38 -0.2596
C 0.865 -0.363 4.432 -0.07 0.02 0.01 -0.0976
C 1.637 -0.862 5.463 0.03 -0.01 0.00 -0.0582
C 2.474 -0.009 6.172 -0.03 0.00 0.00 -0.0617
C 2.532 1.333 5.840 0.08 0.09 0.03 -0.0695
C 1.759 1.837 4.802 0.04 0.03 -0.09 -0.0739
C -0.164 3.187 2.246 0.10 -0.22 0.20 -0.2665
C -0.591 3.432 0.943 0.11 -0.11 -0.04 -0.0664
C -0.753 4.736 0.503 0.01 0.05 -0.08 -0.0614
C -0.471 5.799 1.349 0.05 -0.02 0.02 -0.0643
C -0.054 5.555 2.649 0.03 0.04 0.10 -0.0642
C 0.077 4.254 3.109 0.09 0.01 -0.08 -0.0942
H -1.952 3.228 4.163 -0.08 0.06 0.02 0.0951
H -4.083 2.898 5.345 -0.02 0.01 -0.01 0.1100
H -5.171 0.680 5.343 -0.01 -0.01 0.00 0.1095
H -4.117 -1.204 4.136 -0.04 -0.02 -0.04 0.1084
H -2.013 -0.870 2.921 0.09 0.08 -0.06 0.0631
H 0.216 -1.027 3.875 0.03 -0.04 0.01 0.0872
H 1.590 -1.914 5.710 0.00 -0.01 0.00 0.1121
H 3.077 -0.393 6.984 0.01 0.00 0.01 0.1105
H 3.186 2.002 6.384 0.01 -0.02 0.02 0.1105
H 1.837 2.884 4.546 0.08 -0.02 -0.02 0.0890
H -0.800 2.602 0.278 -0.03 0.09 0.04 0.0778
H -1.103 4.922 -0.503 0.02 -0.04 -0.03 0.1089
H -0.573 6.818 1.000 -0.04 0.00 -0.01 0.1096
H 0.162 6.378 3.318 -0.02 0.03 -0.01 0.1105
H 0.356 4.085 4.139 -0.02 0.03 0.01 0.0946
```
Forces are in eV/Å.